# C8H17NO7S

2 unconnected molecules or ions with the total composition C8H17NO7S at a distorted geometry (wB97M-V/def2-TZVPD, the Open Molecules 2025 dataset).

Each line ends with the Mulliken charge.
Element x y z (Å)
1 C 2.119 -0.430 -0.169  -0.358
2 O 1.288 0.406 -1.082  -0.348
3 C -0.087 0.514 -0.492  -0.156
4 O -1.019 1.206 -1.438  -0.307
5 S -2.614 0.842 -0.863  0.656
6 O -3.422 2.177 -1.102  -0.552
7 O -3.374 -0.319 -1.853  -0.264
8 C -4.000 -1.399 -1.075  -0.409
9 C -5.177 -0.921 -0.039  -0.583
10 C -6.403 -0.070 -0.762  -0.202
11 N -7.106 0.851 0.244  -0.600
12 H 2.023 -1.589 -0.430  0.240
13 H 3.261 -0.114 -0.215  0.047
14 H 1.744 -0.323 0.940  0.262
15 H 0.009 1.115 0.533  0.276
16 H -0.565 -0.550 -0.274  0.246
17 H -3.237 -2.058 -0.454  0.235
18 H -4.495 -2.139 -1.869  0.290
19 H -4.771 -0.367 0.935  0.296
20 H -5.681 -1.920 0.375  0.304
21 H -7.239 -0.848 -1.106  0.251
22 H -6.048 0.590 -1.669  0.203
23 H -8.134 0.621 0.288  0.251
24 H -6.735 0.708 1.210  0.234
25 C 6.807 1.209 0.516  -0.306
26 C 7.900 0.534 1.279  -0.343
27 O 7.214 -0.451 2.028  -0.311
28 C 6.048 -0.712 1.367  0.641
29 O 5.293 -1.630 1.639  -0.534
30 O 5.839 0.188 0.361  -0.273
31 H 7.143 1.575 -0.458  0.282
32 H 6.359 2.039 1.073  0.268
33 H 8.624 0.039 0.622  0.263
34 H 8.433 1.223 1.940  0.300

## Properties
* E: -1294.453815 Eh
* gap between HOMO and LUMO: 9.7076 eV
* ΔE to the lowest compared entry with this formula, charge and spin: 0.00 kcal per mole
* LUMO energy: 0.020 hartree